The following is a DFT calculation (ωB97M-V/def2-TZVPD) of C25H28N4O4 in the gas phase.

**Lowest unoccupied orbital energy**: 0.264 eV
**Highest occupied orbital energy**: -0.3131 Ha
**SMILES**: Cc1cccc(NC(=O)c2nc[nH]c2C(=O)N[C@@H](CC(C)C)C(=O)OCc2ccccc2)c1
**Energy above the lowest of the compared OMol25 structures with the same formula, charge and spin**: 24.2 kcal/mol

```
61
Properties=species:S:1:pos:R:3:lowdin_charge:R:1
C -5.756 -1.876 -2.152 -0.048
C -5.688 -0.477 -1.619 -0.272
C -4.527 -0.003 -1.028 0.027
C -4.465 1.295 -0.530 -0.207
C -5.581 2.123 -0.628 -0.032
C -6.738 1.651 -1.218 -0.083
C -6.794 0.360 -1.711 -0.060
H -7.701 -0.003 -2.171 0.110
H -7.601 2.296 -1.293 0.103
H -5.534 3.132 -0.243 0.110
N -3.322 1.818 0.073 0.143
C -2.117 1.251 0.295 -0.372
O -1.803 0.105 -0.014 0.043
C -1.203 2.190 0.966 -0.128
C 0.111 2.048 1.390 -0.068
N 0.441 3.254 1.938 0.139
C -0.633 4.060 1.838 -0.152
N -1.634 3.456 1.262 0.106
H -0.657 5.072 2.190 0.124
H 1.354 3.434 2.331 0.166
C 1.148 0.993 1.386 -0.422
O 2.247 1.226 1.876 0.055
N 0.773 -0.173 0.854 0.122
C 1.684 -1.278 0.719 -0.186
C 0.943 -2.612 0.611 -0.114
H 0.095 -2.482 -0.066 0.135
H 1.631 -3.331 0.161 0.122
C 0.445 -3.171 1.948 -0.421
C -0.573 -2.248 2.613 -0.069
H -1.384 -2.017 1.926 0.078
H -0.994 -2.729 3.493 0.078
H -0.111 -1.316 2.926 0.071
C -0.171 -4.549 1.714 -0.081
H -0.492 -4.989 2.655 0.075
H 0.548 -5.220 1.250 0.076
H -1.038 -4.468 1.062 0.081
H 1.305 -3.285 2.617 0.139
C 2.610 -1.097 -0.491 -0.439
O 3.382 -1.937 -0.869 0.136
O 2.449 0.095 -1.057 0.009
C 3.347 0.428 -2.112 -0.105
C 4.706 0.845 -1.607 -0.192
C 5.794 0.803 -2.471 -0.042
C 7.047 1.193 -2.035 -0.087
C 7.225 1.621 -0.730 -0.095
C 6.145 1.660 0.133 -0.074
C 4.887 1.278 -0.302 -0.019
H 4.052 1.310 0.382 0.094
H 6.277 1.988 1.154 0.103
H 8.206 1.920 -0.388 0.099
H 7.886 1.157 -2.713 0.101
H 5.656 0.461 -3.487 0.113
H 2.864 1.254 -2.644 0.141
H 3.448 -0.432 -2.784 0.133
H 2.352 -1.282 1.592 0.172
H -0.156 -0.247 0.428 0.100
H -3.383 2.778 0.401 0.124
H -3.661 -0.640 -0.951 0.101
H -6.043 -1.869 -3.202 0.082
H -6.504 -2.451 -1.608 0.083
H -4.796 -2.376 -2.055 0.075
```


The following is a DFT calculation (ωB97M-V/def2-TZVPD) of C5H8OS in the gas phase in a non-equilibrium geometry.

**Lowest unoccupied orbital energy**: 0.861 eV
**Highest occupied orbital energy**: -0.3028 Ha
**SMILES**: S[C@H]1[C@H]2COC[C@@H]12
**Energy above the lowest of the compared OMol25 structures with the same formula, charge and spin**: 82.7 kcal/mol

```
15
Properties=species:S:1:pos:R:3:lowdin_charge:R:1
C 0.764 0.717 0.380 -0.633
C -0.565 0.497 1.093 -0.220
C -1.121 -0.931 0.897 -0.184
C -1.516 0.253 -1.035 -0.156
C -0.700 1.279 -0.271 -0.081
H 0.963 -1.287 -0.205 -0.030
H 1.316 1.681 0.587 0.083
H -0.658 0.904 2.040 0.102
H -0.520 -1.845 1.284 0.153
H -2.277 -0.931 1.092 0.152
H -2.540 0.581 -1.024 0.115
H -1.190 0.043 -2.088 0.139
H -0.829 2.246 -0.154 0.065
O -1.024 -1.013 -0.503 -0.237
S 2.047 -0.261 -0.243 0.733
```


The following is a DFT calculation (ωB97M-V/def2-TZVPD) of a 6-piece molecular cluster, C33H65BrClNO13P2S5 overall.

**Lowest unoccupied orbital energy**: 0.146 eV
**Highest occupied orbital energy**: -0.3128 Ha
**SMILES**: CCP(C)[C@@H]1NC(=O)[C@@](COC)(P(C)O)[C@]1(Br)CCCCl.O=S1(=O)CCCC1.O=S1(=O)CCCC1.O=S1(=O)CCCC1.O=S1(=O)CCCC1.O=S1(=O)CCCC1
**Energy above the lowest of the compared OMol25 structures with the same formula, charge and spin**: 0.0 kcal/mol

```
121
Properties=species:S:1:pos:R:3:lowdin_charge:R:1
C 4.382 0.079 3.343 -0.157
C 2.892 0.444 3.508 -0.431
P 1.883 0.088 2.015 0.977
C 0.381 1.044 2.408 -0.301
C 1.160 -1.612 2.140 -0.505
N 0.522 -2.082 3.389 0.076
C 0.896 -3.442 3.629 -0.480
O 0.261 -4.180 4.323 0.110
C 2.193 -3.715 2.859 -0.442
C 3.287 -3.027 3.711 -0.236
O 3.443 -3.769 4.913 -0.204
C 3.162 -3.053 6.095 -0.085
P 2.993 -5.449 2.638 0.968
C 2.067 -6.506 3.787 -0.248
O 2.475 -6.034 1.199 -0.357
C 1.917 -2.881 1.593 -0.607
Br 0.418 -3.805 0.608 0.876
C 3.131 -2.644 0.687 -0.216
C 3.162 -3.237 -0.723 -0.302
C 4.474 -2.827 -1.380 -0.602
Cl 4.812 -3.750 -2.865 0.553
H 4.799 -0.337 4.261 0.068
H 4.550 -0.625 2.526 0.048
H 4.965 0.971 3.099 0.072
H 2.466 -0.009 4.414 0.064
H 2.799 1.522 3.668 0.075
H -0.418 0.789 1.711 0.028
H 0.033 0.946 3.440 0.046
H 0.636 2.090 2.223 0.032
H 0.345 -1.455 1.425 0.047
H 0.733 -1.501 4.192 0.112
H 4.240 -3.050 3.179 0.112
H 3.017 -1.999 3.947 0.084
H 2.168 -2.584 6.070 0.087
H 3.173 -3.771 6.915 0.095
H 3.916 -2.279 6.281 0.091
H 0.993 -6.496 3.625 0.015
H 2.293 -6.198 4.809 0.042
H 2.454 -7.515 3.620 0.048
H 1.561 -6.353 1.188 0.010
H 4.011 -3.028 1.215 0.103
H 3.267 -1.563 0.585 0.072
H 3.061 -4.323 -0.707 0.087
H 2.344 -2.814 -1.313 0.084
H 5.323 -2.967 -0.709 0.077
H 4.452 -1.781 -1.690 0.043
C -4.589 3.900 0.599 -0.212
C -4.532 3.203 -0.769 -0.210
C -3.160 3.504 -1.375 -0.214
S -2.045 3.760 0.011 0.662
O -1.589 5.128 -0.004 -0.317
O -1.063 2.703 0.079 -0.344
C -3.275 3.568 1.299 -0.225
H -5.445 3.571 1.186 0.116
H -4.669 4.981 0.466 0.120
H -4.646 2.125 -0.633 0.124
H -5.318 3.534 -1.440 0.080
H -2.768 2.689 -1.979 0.100
H -3.159 4.426 -1.953 0.102
H -3.015 4.232 2.120 0.109
H -3.241 2.529 1.628 0.108
C -7.209 5.386 -5.909 -0.218
C -5.762 5.690 -6.321 -0.210
C -4.846 4.854 -5.420 -0.217
S -5.795 3.390 -4.972 0.668
O -6.028 3.408 -3.545 -0.330
O -5.226 2.218 -5.581 -0.317
C -7.305 3.867 -5.806 -0.228
H -7.927 5.778 -6.628 0.116
H -7.426 5.837 -4.939 0.120
H -5.611 5.408 -7.364 0.118
H -5.531 6.750 -6.231 0.115
H -3.936 4.523 -5.913 0.103
H -4.599 5.370 -4.494 0.100
H -8.149 3.504 -5.224 0.108
H -7.292 3.391 -6.786 0.109
C 0.457 1.129 -3.244 -0.218
C 0.945 0.918 -4.684 -0.207
C 2.399 1.401 -4.746 -0.211
S 3.069 1.168 -3.091 0.676
O 3.391 2.459 -2.532 -0.317
O 4.066 0.125 -3.110 -0.323
C 1.556 0.577 -2.344 -0.221
H -0.492 0.627 -3.058 0.117
H 0.317 2.192 -3.040 0.112
H 0.897 -0.143 -4.935 0.119
H 0.327 1.454 -5.404 0.114
H 3.015 0.834 -5.439 0.103
H 2.473 2.464 -4.968 0.104
H 1.520 0.924 -1.314 0.089
H 1.586 -0.513 -2.370 0.103
C -3.322 -6.681 3.033 -0.212
C -3.305 -8.176 3.390 -0.211
C -2.735 -8.931 2.181 -0.215
S -1.632 -7.773 1.351 0.656
O -2.160 -7.483 0.043 -0.316
O -0.257 -8.190 1.499 -0.329
C -1.955 -6.387 2.430 -0.241
H -3.511 -6.055 3.903 0.117
H -4.103 -6.483 2.296 0.120
H -2.663 -8.335 4.259 0.117
H -4.298 -8.543 3.644 0.112
H -2.157 -9.809 2.454 0.101
H -3.505 -9.202 1.461 0.103
H -1.903 -5.470 1.847 0.079
H -1.179 -6.382 3.194 0.086
C 2.090 4.940 -1.256 -0.231
C 3.463 4.915 -0.575 -0.215
C 4.079 6.310 -0.746 -0.214
S 2.692 7.457 -0.855 0.663
O 2.690 8.055 -2.168 -0.330
O 2.653 8.297 0.315 -0.332
C 1.405 6.218 -0.781 -0.240
H 1.497 4.060 -1.007 0.100
H 2.216 4.962 -2.341 0.115
H 3.339 4.694 0.488 0.117
H 4.107 4.146 -0.999 0.093
H 4.701 6.616 0.092 0.099
H 4.638 6.402 -1.675 0.103
H 0.572 6.531 -1.404 0.102
H 1.081 6.136 0.255 0.102
```


Number 1 is which compound?
C25H28N4O4


Look up the lowest unoccupied orbital energy of the third one.
0.146 eV


Look up the energy above the lowest of the compared OMol25 structures with the same formula, charge and spin of the first one.
24.2 kcal/mol


What is the energy above the lowest of the compared OMol25 structures with the same formula, charge and spin in the first record?
24.2 kcal/mol